Computed, not measured: a 2-piece molecular cluster, C5H11NO2 overall, with ωB97M-V/def2-TZVPD.

Results
2S+1: 2
LUMO energy (spin up / spin down): -6.164 / -7.621 eV
energy above the lowest of the compared OMol25 structures with the same formula, charge and spin: 173.12 kcal per mole
molecular weight: 117.148 g mol⁻¹
net charge: +1
highest occupied orbital energy (spin up / spin down): -13.67 / -14.05 eV

Each line ends with the Löwdin spin population.
Positions of all 19 atoms, in Å:
C  -0.500  0.086  0.493  0.076
H  1.960  1.323  1.294  0.049
H  -1.590  0.518  0.331  0.007
H  -3.720  0.685  0.848  -0.032
H  -1.688  -1.717  0.376  0.027
C  0.434  0.873  -0.323  0.093
H  1.138  -2.104  -0.622  0.029
H  3.369  -0.493  -0.033  0.000
C  -0.667  -1.330  0.080  0.273
H  0.120  1.851  -0.170  0.001
O  2.654  1.600  -0.672  0.732
N  -2.946  0.903  0.250  -0.857
H  0.605  0.744  -1.336  0.003
H  -0.220  -0.055  1.547  0.029
H  -3.050  1.681  -0.351  -0.036
O  2.491  -0.450  0.292  0.005
H  -0.423  -2.865  -1.489  0.021
C  1.960  0.932  0.210  0.107
C  0.075  -2.182  -0.722  0.475

***

Computed, not measured: an isolated ion of composition C5H11NO2 and charge +1, with ωB97M-V/def2-TZVPD.

Results
2S+1: 2
LUMO energy (spin up / spin down): -3.311 / -8.499 eV
energy above the lowest of the compared OMol25 structures with the same formula, charge and spin: 23.45 kcal per mole
molecular weight: 117.148 g mol⁻¹
net charge: +1
highest occupied orbital energy (spin up / spin down): -14.59 / -14.15 eV

Each line ends with the Löwdin spin population.
Positions of all 19 atoms, in Å:
H  -1.028  -2.046  0.092  0.001
C  0.025  -0.352  -0.845  0.015
H  -0.949  1.665  -2.712  0.002
H  1.524  1.257  -0.753  0.002
C  0.485  -1.268  1.395  0.055
O  -0.383  2.324  -2.276  0.084
C  0.489  1.026  -0.472  0.153
H  -1.374  -0.541  0.864  0.001
C  -0.597  -1.082  0.326  0.046
N  0.535  -2.374  2.096  0.017
H  -0.151  -3.098  1.926  0.001
H  -1.415  2.157  -0.462  0.000
H  1.175  -2.452  2.874  0.001
C  -0.402  2.204  -0.878  0.026
O  1.271  -0.322  1.601  0.530
H  0.063  3.116  -0.520  0.000
H  0.651  1.048  0.653  0.054
H  -0.735  -0.281  -1.633  0.013
H  0.815  -0.983  -1.275  0.000

***

Computed, not measured: an isolated ion of composition C5H11NO2P and charge -1, with ωB97M-V/def2-TZVPD.

Results
LUMO energy: 3.719 eV
energy above the lowest of the compared OMol25 structures with the same formula, charge and spin: 0.00 kcal per mole
molecular weight: 148.122 g mol⁻¹
net charge: -1
highest occupied orbital energy: -4.72 eV
SMILES: C=C[P@@](=O)([O-])NC(C)C

Each line ends with the Mulliken charge.
Positions of all 20 atoms, in Å:
H  -2.229  1.739  1.130  0.352
C  -0.482  0.826  0.344  0.530
P  2.310  0.828  -0.129  0.838
H  2.387  -1.453  1.404  0.238
C  2.729  -1.827  0.369  -0.564
O  2.369  1.124  1.276  -0.770
H  -1.222  2.943  0.250  0.339
H  -2.242  1.709  -0.535  0.402
H  2.794  -1.093  -1.619  0.422
O  3.114  1.592  -1.105  -0.798
H  2.540  -2.923  0.142  0.256
H  0.499  0.569  -1.509  0.283
C  2.562  -0.931  -0.628  -0.503
H  -1.549  -0.720  -0.819  0.317
C  -1.593  1.881  0.223  -1.542
C  -1.057  -0.611  0.163  -1.274
H  -0.075  -1.212  0.224  0.184
N  0.603  1.091  -0.566  -0.515
H  0.004  1.052  1.320  0.326
H  -1.750  -0.899  0.869  0.479

***

Computed, not measured: C5H11NO2S as an isolated structure, with ωB97M-V/def2-TZVPD.

Results
LUMO energy: -0.052 eV
energy above the lowest of the compared OMol25 structures with the same formula, charge and spin: 68.57 kcal per mole
molecular weight: 149.215 g mol⁻¹
highest occupied orbital energy: -8.52 eV

Each line ends with the Mulliken charge.
Positions of all 20 atoms, in Å:
H  0.354  0.768  -2.823  0.326
H  -1.217  1.470  0.250  0.389
H  1.727  -0.327  -0.586  0.479
H  -1.522  -1.376  -0.406  0.371
N  -0.120  -0.239  0.421  -0.224
O  0.996  1.407  -2.320  -0.447
C  0.445  0.114  1.771  -0.790
H  -2.010  -0.579  1.294  0.344
H  -0.340  0.130  2.620  0.316
C  -1.268  -1.203  0.666  -0.950
H  0.882  1.137  1.706  0.306
H  0.403  -1.480  -1.261  0.387
O  1.270  2.245  -0.332  -0.565
H  1.423  -1.785  0.127  0.401
C  -0.817  1.203  -0.712  0.160
H  1.159  -0.623  2.049  0.321
C  0.888  -1.007  -0.375  -1.154
H  -1.124  -2.081  1.132  0.386
S  -1.644  0.504  -2.078  -0.367
C  0.514  1.719  -1.143  0.313

***

Computed, not measured: a 2-piece molecular cluster, C5H11NO2S overall, with ωB97M-V/def2-TZVPD.

Results
LUMO energy: 0.462 eV
energy above the lowest of the compared OMol25 structures with the same formula, charge and spin: 134.68 kcal per mole
molecular weight: 149.215 g mol⁻¹
highest occupied orbital energy: -8.51 eV

Each line ends with the Mulliken charge.
Positions of all 20 atoms, in Å:
H  0.751  -3.113  -0.901  0.357
O  1.148  -1.746  2.623  -0.468
H  -1.051  3.388  0.133  0.383
H  -1.133  0.910  -2.087  0.215
H  0.464  -3.624  0.954  0.239
C  0.088  1.783  -0.512  0.252
O  -0.516  -0.040  2.238  -0.492
H  -0.874  2.824  -2.129  0.278
S  0.749  -0.754  1.695  0.551
H  -1.158  0.359  1.578  0.386
N  0.062  -1.644  0.380  0.129
C  -0.374  1.742  -1.937  -0.937
H  0.579  1.715  -2.620  0.250
H  1.901  -2.560  0.473  0.288
H  -0.067  2.563  1.382  0.357
C  0.851  -2.796  0.183  -0.853
C  -0.526  2.507  0.408  -1.176
C  -0.712  -1.009  -0.440  -0.482
H  0.877  1.124  -0.156  0.512
H  -1.059  -1.627  -1.267  0.210

***

Computed, not measured: one molecule with the formula C5H11NO2S2, with ωB97M-V/def2-TZVPD.

Results
2S+1: 3
LUMO energy (spin up / spin down): 0.472 / -2.877 eV
molecular weight: 181.282 g mol⁻¹
highest occupied orbital energy (spin up / spin down): -5.20 / -9.93 eV

Each line ends with the Löwdin spin population.
Positions of all 21 atoms, in Å:
H  3.000  0.724  -1.858  0.002
H  1.023  2.013  -1.157  0.000
C  -1.068  -1.114  1.402  0.052
H  0.476  -1.439  -0.052  0.000
H  2.570  -0.605  -0.783  0.000
H  1.088  -0.972  1.543  0.000
H  3.058  0.949  -0.109  0.000
S  -1.483  1.064  0.032  0.350
N  -2.139  -0.817  0.500  0.676
C  0.313  -0.775  0.801  0.029
O  -1.969  1.953  1.041  0.162
H  -1.242  -0.495  2.287  0.004
O  -1.773  1.357  -1.337  0.157
H  -3.544  -1.798  -0.947  0.029
H  0.524  0.435  -1.757  0.002
C  2.511  0.472  -0.919  0.010
H  -1.101  -2.172  1.674  0.014
C  0.320  0.669  0.345  0.137
H  0.583  1.357  1.148  0.007
S  -2.207  -1.747  -0.902  0.348
C  1.057  0.941  -0.951  0.017